(1)
{
  "formula": "C15H13BN2O4S",
  "method": "ωB97M-V/def2-TZVPD",
  "species": ["O", "S", "O", "N", "C", "C", "C", "C", "C", "B", "O", "O", "C", "C", "C", "C", "C", "C", "C", "C", "C", "N", "C", "H", "H", "H", "H", "H", "H", "H", "H", "H", "H", "H", "H", "H"],
  "coordinates": [[0.8085, -2.6629, 1.9931], [0.1376, -2.5376, 0.6356], [-0.2642, -3.8106, -0.0114], [-0.9234, -1.2134, 0.5142], [-1.3815, -0.3073, 1.4621], [-1.1001, -0.5130, 2.8366], [-1.3478, 0.5304, 3.7099], [-2.0829, 1.6375, 3.3836], [-2.2494, 1.9483, 2.0364], [-2.7520, 3.2750, 1.3324], [-3.4663, 3.1546, 0.1071], [-2.4758, 4.5824, 1.6881], [-1.9161, 0.9471, 1.0896], [1.4811, -1.7383, -0.3700], [2.6015, -1.4459, 0.3107], [3.6420, -0.7308, -0.3707], [3.5045, -0.4441, -1.7041], [2.3431, -0.8534, -2.4533], [2.1678, -0.5697, -3.8170], [0.9515, -0.8812, -4.3889], [-0.0668, -1.3556, -3.5712], [0.0452, -1.6239, -2.2966], [1.2386, -1.3505, -1.7057], [-0.9483, -0.8890, -0.4760], [-0.5530, -1.4274, 3.1578], [-1.0404, 0.4029, 4.6949], [-2.7114, 2.1008, 4.0910], [-3.5597, 4.0487, -0.2174], [-2.0146, 4.8308, 2.5459], [-2.0959, 1.1012, 0.0907], [2.5475, -1.7289, 1.3968], [4.4873, -0.3730, 0.1610], [4.2791, 0.1165, -2.2212], [2.9646, 0.0367, -4.2118], [0.7476, -0.5604, -5.3994], [-0.9976, -1.6957, -4.0228]],
  "spin_multiplicity": 1,
  "smiles": "O=S(=O)(Nc1cccc(B(O)O)c1)c1cccc2cccnc12",
  "e_above_lowest_ev": 1.1494,
  "homo_lumo_gap_ha": 0.288,
  "e_lumo_ev": -0.436,
  "homo_ha": -0.3039
}

=====

(2)
{
  "formula": "C15H13BiF5N5O5S2",
  "method": "ωB97M-V/def2-TZVPD",
  "species": ["Bi", "O", "S", "O", "O", "O", "C", "C", "N", "N", "C", "S", "N", "N", "H", "H", "H", "H", "H", "H", "F", "C", "C", "F", "C", "F", "C", "O", "C", "F", "C", "F", "C", "C", "C", "C", "N", "C", "C", "H", "H", "H", "H", "H", "H", "H"],
  "coordinates": [[8.1136, 9.1494, 10.5452], [6.7194, 6.3129, 8.4562], [6.7071, 6.7316, 9.8221], [5.7709, 6.0534, 10.6535], [6.3295, 8.2728, 9.9068], [8.1239, 6.8555, 10.4257], [4.8513, 7.2564, 4.9771], [5.1792, 8.2830, 5.9835], [4.3513, 9.0935, 6.5887], [5.1455, 9.9486, 7.2853], [6.4524, 9.6630, 7.1734], [7.8673, 10.4629, 7.7213], [6.4685, 8.5751, 6.3727], [7.5331, 7.7650, 5.9795], [3.8053, 7.2122, 4.7456], [5.2296, 6.2643, 5.3331], [5.4568, 7.4880, 4.0628], [4.7878, 10.7337, 7.7650], [7.6223, 7.1468, 6.7884], [8.3508, 8.3862, 5.9924], [4.7779, 4.8177, 14.5805], [5.5405, 5.8438, 14.1240], [6.9272, 5.7154, 14.1553], [7.4857, 4.6417, 14.6792], [7.7370, 6.6871, 13.6477], [9.0585, 6.4390, 13.6817], [7.2092, 7.8962, 13.1581], [8.0123, 8.8499, 12.6558], [5.8275, 7.9623, 13.1539], [5.2502, 9.0845, 12.6524], [4.9867, 6.9655, 13.5948], [3.6806, 7.0710, 13.5060], [3.7917, 13.7762, 12.8674], [4.7815, 12.7970, 12.2610], [6.0359, 12.5871, 12.8515], [6.8626, 11.6219, 12.3326], [6.5971, 10.9449, 11.1982], [5.4007, 11.1506, 10.6344], [4.4759, 12.0583, 11.1278], [4.2558, 14.7147, 13.2589], [3.3421, 13.3442, 13.7587], [2.9611, 14.1072, 12.2639], [6.3181, 13.0994, 13.7778], [7.8212, 11.3777, 12.7834], [5.1555, 10.5379, 9.7931], [3.5186, 12.1067, 10.6134]],
  "spin_multiplicity": 1,
  "e_above_lowest_ev": 0.0000,
  "homo_lumo_gap_ha": 0.298,
  "e_lumo_ev": -0.306,
  "homo_ha": -0.3090
}

=====

(3)
{
  "formula": "C15H13Br9N2O4",
  "method": "ωB97M-V/def2-TZVPD",
  "species": ["C", "C", "C", "C", "C", "C", "N", "O", "O", "H", "H", "H", "H", "H", "C", "C", "C", "C", "C", "C", "N", "O", "O", "H", "H", "H", "H", "H", "C", "Br", "Br", "Br", "H", "C", "Br", "Br", "Br", "H", "C", "Br", "Br", "Br", "H"],
  "coordinates": [[-2.5905, 3.8045, -2.1098], [-3.8204, 3.9552, -1.4646], [-4.2197, 2.8378, -0.7988], [-3.4950, 1.6480, -0.6434], [-2.2095, 1.5514, -1.1979], [-1.6818, 2.6916, -1.8861], [-4.0510, 0.5416, 0.1813], [-5.1109, 0.6730, 0.7839], [-3.4432, -0.5270, 0.1815], [-2.2233, 4.6047, -2.7354], [-4.4480, 4.8325, -1.4108], [-5.0075, 2.9117, -0.0637], [-1.7679, 0.5701, -1.1063], [-0.7219, 2.6166, -2.3754], [1.4155, -2.5073, 1.6525], [2.5267, -2.3370, 0.8132], [3.7422, -2.3500, 1.4766], [3.8934, -2.4040, 2.8211], [2.7256, -2.5600, 3.6465], [1.4212, -2.6589, 3.0086], [5.2740, -2.4806, 3.3869], [5.3686, -2.6767, 4.5898], [6.2035, -2.1606, 2.6669], [0.4851, -2.6058, 1.1130], [2.5227, -2.2716, -0.2648], [4.5426, -2.1878, 0.7699], [2.6317, -2.6118, 4.7212], [0.5053, -3.0069, 3.4629], [0.2313, -0.3713, -4.8773], [-1.2952, -1.4663, -4.0552], [1.9943, -1.1799, -4.5907], [0.3282, 1.5555, -4.0275], [0.1995, -0.4216, -5.9657], [-0.0892, 0.8684, 2.1211], [-2.0542, 0.9419, 1.5874], [0.1970, -0.5321, 3.5475], [0.3940, 2.6956, 2.6496], [0.5666, 0.5206, 1.3230], [0.2141, -0.0379, -1.5119], [0.0705, 1.6195, -0.3928], [-1.3929, -1.1700, -1.3290], [1.8720, -1.1215, -1.1266], [0.2963, 0.2065, -2.5709]],
  "spin_multiplicity": 1,
  "e_above_lowest_ev": 13.4510,
  "homo_lumo_gap_ha": 0.263,
  "e_lumo_ev": -1.693,
  "homo_ha": -0.3249
}

=====

(4)
{
  "formula": "C15H13CeN2O5",
  "method": "ωB97M-V/def2-TZVPD",
  "species": ["Ce", "O", "C", "C", "N", "C", "C", "O", "O", "C", "C", "O", "O", "H", "H", "H", "H", "H", "H", "H", "H", "H", "N", "C", "C", "C", "C", "C", "C", "C", "C", "C", "H", "H", "H", "H"],
  "coordinates": [[6.5506, 6.0513, 11.2948], [4.3417, 5.2412, 11.0149], [3.8362, 5.1318, 9.6756], [4.8168, 4.3050, 8.8095], [6.1244, 4.8930, 8.6623], [6.2637, 6.1600, 7.8914], [6.4944, 7.1689, 9.0412], [5.5153, 7.7277, 9.5818], [7.6790, 7.2111, 9.5173], [7.2938, 3.9562, 8.8255], [7.6014, 4.0401, 10.3153], [8.5498, 4.7984, 10.7065], [6.7717, 3.5347, 11.1204], [3.6291, 5.3309, 11.6875], [2.8741, 4.6073, 9.6842], [3.6793, 6.1385, 9.2513], [4.9532, 3.3089, 9.2697], [4.3119, 4.1961, 7.8272], [7.1583, 6.1587, 7.2281], [5.3423, 6.3885, 7.3282], [7.0240, 2.9251, 8.5420], [8.1507, 4.3357, 8.2346], [6.4727, 6.8159, 21.4781], [6.3250, 6.7380, 20.3227], [6.2251, 6.8066, 18.8938], [7.2501, 7.5335, 18.2212], [7.2502, 7.5561, 16.8487], [6.2705, 6.7863, 16.1228], [5.2375, 6.0584, 16.8168], [5.2305, 6.0869, 18.1994], [6.3845, 6.7716, 14.7180], [6.5614, 6.7650, 13.4811], [7.9525, 8.0824, 18.8152], [7.9815, 8.0723, 16.2101], [4.5315, 5.5151, 16.2062], [4.4481, 5.6247, 18.7697]],
  "spin_multiplicity": 2,
  "e_above_lowest_ev": 0.0000,
  "homo_lumo_gap_ha": [0.299, 0.303],
  "e_lumo_ev": [-0.364, -0.353],
  "homo_ha": [-0.3121, -0.3163]
}

=====

(5)
{
  "formula": "C15H13Cl3N3O2PdS2",
  "method": "ωB97M-V/def2-TZVPD",
  "species": ["Pd", "C", "C", "N", "C", "C", "S", "C", "C", "S", "C", "N", "C", "H", "H", "H", "H", "H", "H", "H", "H", "Cl", "C", "Cl", "C", "O", "O", "H", "Cl", "C", "C", "C", "C", "N", "C", "H", "H", "H", "H"],
  "coordinates": [[-7.9741, -12.8592, -4.2019], [-10.7052, -11.3922, -2.1509], [-10.8271, -12.7666, -2.7410], [-10.1723, -13.2688, -3.7676], [-10.6329, -14.5423, -4.1973], [-11.7391, -14.9381, -3.5730], [-12.1327, -13.7773, -2.3628], [-10.0152, -15.0533, -5.4100], [-10.5139, -15.9413, -6.3258], [-9.2594, -16.1170, -7.4972], [-8.2431, -14.9787, -6.7525], [-8.7761, -14.4870, -5.6683], [-6.9316, -14.7520, -7.4579], [-9.7717, -10.9326, -2.2631], [-10.8791, -11.5042, -1.0958], [-11.4162, -10.7014, -2.6538], [-12.3594, -15.8509, -3.7801], [-11.4313, -16.4477, -6.3259], [-6.9616, -15.5227, -8.2518], [-6.0496, -14.7436, -6.7684], [-6.9474, -13.7183, -7.9837], [-4.5196, -10.0475, -6.0164], [-4.9585, -11.6685, -6.6454], [-3.5825, -12.7768, -6.6847], [-6.0569, -12.1959, -5.7303], [-7.1768, -11.5979, -5.7424], [-5.8738, -13.2019, -4.9524], [-5.3200, -11.6419, -7.6404], [-8.2787, -11.1218, 1.3158], [-7.4753, -10.7766, -0.1840], [-6.5932, -9.7488, -0.3815], [-6.0118, -9.6539, -1.6464], [-6.3949, -10.5301, -2.6406], [-7.2291, -11.5318, -2.4130], [-7.7819, -11.6368, -1.2181], [-6.3525, -9.0654, 0.3604], [-5.2847, -8.8473, -1.9271], [-5.9634, -10.3520, -3.6057], [-8.4703, -12.4696, -1.0039]],
  "spin_multiplicity": 3,
  "homo_lumo_gap_ha": [0.341, 0.267],
  "e_lumo_ev": [-2.743, -4.748],
  "homo_ha": [-0.4420, -0.4420],
  "charge": 1
}

=====

(6)
{
  "formula": "C15H13N3O2S",
  "method": "ωB97M-V/def2-TZVPD",
  "species": ["C", "O", "C", "O", "N", "C", "C", "N", "C", "C", "C", "S", "C", "C", "C", "C", "C", "C", "C", "C", "N", "H", "H", "H", "H", "H", "H", "H", "H", "H", "H", "H", "H", "H"],
  "coordinates": [[0.9046, -7.1004, -0.7984], [1.1227, -5.9938, 0.1386], [0.3016, -4.9517, 0.0815], [-0.6919, -4.9447, -0.6554], [0.4308, -4.0052, 1.0092], [-0.1690, -2.7282, 1.0118], [-1.1274, -2.2123, 0.1790], [-1.2457, -0.8235, 0.5039], [-1.6517, 0.2774, -0.2493], [-1.4301, 1.6012, 0.1308], [-0.8028, 1.7873, 1.4315], [-0.4774, 3.4379, 2.0443], [0.0550, 4.1686, 0.5104], [-0.3390, 5.4448, 0.1484], [0.1103, 6.0259, -1.0340], [0.9786, 5.2593, -1.8857], [1.5562, 4.0900, -1.3879], [1.0086, 3.4535, -0.3300], [-0.2984, 0.7139, 2.0730], [-0.4349, -0.6143, 1.6238], [0.1569, -1.7415, 1.9679], [1.6388, -7.7118, -1.1445], [0.1913, -7.7538, -0.2926], [0.3822, -6.7902, -1.6777], [1.1989, -4.2633, 1.6154], [-1.5958, -2.6549, -0.6420], [-2.0115, 0.1234, -1.1811], [-1.8131, 2.3519, -0.4581], [-0.9900, 6.0701, 0.7551], [-0.3324, 6.9635, -1.4194], [1.3501, 5.6753, -2.8760], [2.2554, 3.5454, -2.0366], [1.4552, 2.4768, -0.0921], [0.3141, 0.8233, 2.9363]],
  "spin_multiplicity": 1,
  "smiles": "COC(=O)Nc1cn2ccc(Sc3ccccc3)cc2n1",
  "e_above_lowest_ev": 2.7461,
  "homo_lumo_gap_ha": 0.308,
  "e_lumo_ev": 0.446,
  "homo_ha": -0.2920
}